[1]
9
Properties=species:S:1:pos:R:3:mulliken_charge:R:1 method="wB97M-V/def2-TZVPD" gap_ha=0.3265 lumo_ha=0.14876 total_charge=-1 multiplicity=1 e_homo_ha=-0.1777
N -4.288 -1.471 0.397 0.023
N -5.062 -0.700 0.493 -0.023
N 0.111 0.155 0.056 -0.645
O -0.518 2.123 -1.312 -0.689
O -2.293 0.626 -0.611 -0.634
O -1.196 2.060 1.011 -0.676
S -1.083 1.343 -0.254 1.121
H 0.758 0.871 -0.330 0.274
H 0.152 -0.637 -0.598 0.249

---

[2]
72
Properties=species:S:1:pos:R:3:mulliken_charge:R:1 method="wB97M-V/def2-TZVPD" s2=2.026 gap_ha="0.2347 / 0.2237" lumo_ha="0.05164 / 0.01987" total_charge=-1 multiplicity=3 e_homo_ha="-0.1831 / -0.2038"
Au -1.758 -0.501 1.306 1.123
O -2.320 5.214 4.573 -0.581
C -2.090 4.143 4.040 0.393
C -1.929 2.827 4.802 0.183
O -1.736 2.794 5.997 -0.559
C -1.769 1.745 3.741 0.729
C -2.068 2.380 2.441 0.718
O -2.258 1.694 1.369 -0.696
C -1.999 3.841 2.542 0.121
O -1.974 4.653 1.627 -0.610
O -1.583 0.559 3.991 -0.606
I -5.947 -1.938 4.005 0.059
C -4.706 -3.075 2.744 -0.835
C -4.901 -4.453 2.537 -0.236
C -4.149 -5.125 1.566 -0.665
I -4.499 -7.292 1.693 -0.024
C -3.247 -4.449 0.696 0.764
C -2.515 -5.020 -0.391 -0.669
C -1.424 -4.348 -0.901 -0.615
C -1.143 -3.078 -0.473 0.094
N -1.802 -2.458 0.551 -0.441
C -2.865 -3.088 1.068 0.614
C -3.639 -2.434 2.067 0.469
O -3.448 -1.109 2.280 -0.787
H -5.513 -4.966 3.229 0.391
H -2.704 -5.968 -0.870 0.439
H -0.774 -4.854 -1.663 0.298
H -0.300 -2.573 -0.872 0.287
C 4.506 0.394 1.272 -1.529
C 3.374 1.311 0.801 1.587
C 3.751 2.366 -0.276 -1.301
C 2.454 1.885 1.859 -1.328
O 2.525 0.346 -0.007 -0.024
Si 1.052 0.364 -0.616 -1.977
O -0.060 0.309 0.585 1.072
O 0.863 -0.915 -1.636 -0.546
C 1.909 -1.583 -2.466 1.566
C 2.697 -2.437 -1.432 -1.293
C 1.119 -2.470 -3.432 -1.410
C 2.706 -0.462 -3.105 -1.271
O 0.873 1.719 -1.475 0.714
C -0.105 2.607 -1.959 1.957
C -1.447 2.019 -1.733 -1.040
C 0.085 2.767 -3.453 -1.802
C 0.149 3.976 -1.299 -1.539
H 5.383 0.912 1.713 0.377
H 5.041 -0.085 0.451 0.321
H 4.096 -0.355 2.005 0.283
H 4.371 3.135 0.199 0.468
H 2.866 2.764 -0.758 0.059
H 4.302 1.824 -1.013 0.369
H 2.994 2.564 2.527 0.486
H 2.077 1.044 2.423 0.332
H 1.589 2.370 1.401 0.030
H 2.030 -3.184 -1.013 0.290
H 3.104 -1.819 -0.621 0.041
H 3.456 -3.026 -1.937 0.488
H 0.759 -3.379 -2.893 0.171
H 1.797 -2.837 -4.225 0.419
H 0.326 -1.943 -3.917 0.353
H 3.416 0.019 -2.406 0.019
H 2.063 0.323 -3.522 0.109
H 3.293 -0.842 -3.917 0.595
H -1.551 0.999 -2.193 0.184
H -2.202 2.681 -2.093 0.616
H -1.585 1.894 -0.632 -0.110
H 0.245 1.815 -3.965 0.245
H 0.958 3.447 -3.622 0.389
H -0.696 3.295 -4.010 0.342
H -0.126 3.964 -0.188 0.052
H -0.535 4.729 -1.673 0.518
H 1.140 4.376 -1.442 0.360

---

[3]
21
Properties=species:S:1:pos:R:3:mulliken_charge:R:1 method="wB97M-V/def2-TZVPD" gap_ha="0.3290 / 0.3290" lumo_ha="-0.12691 / -0.12690" total_charge=+1 multiplicity=1 e_homo_ha="-0.4559 / -0.4559"
C -1.738 -0.361 -0.004 -0.715
C -1.095 -0.284 -1.391 -0.702
C -1.004 0.331 1.168 -0.569
C 0.290 -0.929 -1.492 -0.563
C 0.016 1.344 0.823 -0.094
C 1.238 -0.393 -0.497 -0.064
N 2.318 -1.037 -0.219 -0.233
N 0.851 1.786 1.732 -0.271
H -2.734 0.070 -0.095 0.352
H -1.865 -1.412 0.256 0.306
H -1.767 -0.795 -2.082 0.391
H -1.041 0.751 -1.724 0.260
H -1.758 0.852 1.771 0.404
H -0.555 -0.415 1.828 0.386
H 0.220 -2.023 -1.452 0.416
H 0.715 -0.686 -2.474 0.315
H -0.077 1.914 -0.088 0.353
H 2.998 -0.663 0.430 0.252
H 2.584 -1.919 -0.668 0.239
H 1.495 2.539 1.546 0.284
H 0.908 1.330 2.634 0.251

---

[4]
12
Properties=species:S:1:pos:R:3:mulliken_charge:R:1 method="wB97M-V/def2-TZVPD" gap_ha=0.3982 lumo_ha=0.03430 multiplicity=1 e_homo_ha=-0.3639
C 2.461 -0.509 -0.135 -0.020
C 1.352 -0.090 -0.014 -1.100
C -0.005 -0.157 0.395 0.646
C -1.058 -0.658 -0.589 -0.452
O -1.823 0.543 -0.412 -0.395
C -0.769 1.145 0.348 -0.535
H 3.494 -0.685 -0.196 0.458
H -0.027 -0.701 1.356 0.299
H -0.703 -0.776 -1.619 0.280
H -1.604 -1.549 -0.269 0.251
H -1.090 1.498 1.324 0.271
H -0.229 1.938 -0.190 0.297

---

[5]
48
Properties=species:S:1:pos:R:3:mulliken_charge:R:1 method="wB97M-V/def2-TZVPD" gap_ha=0.3219 lumo_ha=0.01389 multiplicity=1 e_homo_ha=-0.3080 smiles="Oc1ccc(C[C@H]2CNC(=S)N2CCc2cc(C(F)(F)F)cc(C(F)(F)F)c2)cc1"
O 0.433 6.468 -1.491 -0.559
C 0.491 5.122 -1.323 0.910
C 0.056 4.498 -0.161 -0.641
C 0.139 3.123 -0.038 -0.217
C 0.651 2.345 -1.066 -0.593
C 1.079 2.978 -2.228 -0.406
C 1.003 4.349 -2.362 -0.872
H 1.331 4.843 -3.262 0.417
H 1.468 2.389 -3.045 0.426
C 0.766 0.853 -0.922 0.688
H 0.394 0.366 -1.826 0.657
H 0.165 0.516 -0.078 -0.840
C 2.227 0.446 -0.687 0.048
N 2.400 -0.985 -0.483 0.320
C 3.198 -1.241 0.583 -0.015
S 3.709 -2.725 1.072 -0.346
N 3.527 -0.072 1.179 -0.173
H 3.901 -0.054 2.112 0.271
C 2.797 1.040 0.615 -0.504
H 3.459 1.889 0.430 0.295
H 1.990 1.365 1.283 0.164
C 2.105 -1.972 -1.488 -1.201
H 3.030 -2.485 -1.777 0.422
H 1.697 -1.455 -2.358 0.448
C 1.110 -3.043 -0.990 -1.312
C -0.100 -2.397 -0.401 0.824
C -0.082 -1.986 0.928 -0.323
C -1.152 -1.278 1.457 -0.128
C -2.267 -0.979 0.687 -1.048
C -2.288 -1.412 -0.630 0.327
C -1.216 -2.107 -1.174 -0.893
H -1.255 -2.417 -2.208 0.495
C -3.467 -1.119 -1.518 0.823
F -4.079 -2.242 -1.931 -0.271
F -3.092 -0.468 -2.636 -0.260
F -4.401 -0.365 -0.931 -0.292
H -3.095 -0.424 1.101 0.601
C -1.039 -0.747 2.859 0.789
F -2.210 -0.370 3.383 -0.299
F -0.246 0.351 2.885 -0.229
F -0.491 -1.620 3.709 -0.282
H 0.771 -2.218 1.549 0.692
H 1.616 -3.642 -0.233 0.381
H 0.843 -3.679 -1.833 0.480
H 2.827 0.767 -1.552 0.249
H -0.209 2.652 0.871 0.422
H -0.351 5.090 0.649 0.279
H 0.047 6.882 -0.709 0.276

---

[6]
44
Properties=species:S:1:pos:R:3:mulliken_charge:R:1 method="wB97M-V/def2-TZVPD" gap_ha=0.2872 lumo_ha=0.00493 multiplicity=1 e_homo_ha=-0.2822 smiles="COc1ccc([C@H](c2cn(C)c3ccccc23)[C@@H](C)[N+](=O)[O-])cc1"
C -1.850 -0.086 2.491 -1.047
C -0.639 -0.802 3.029 -0.235
N 0.570 -0.090 2.903 1.129
O 1.666 -0.641 2.600 -0.616
O 0.459 1.134 3.170 -0.647
H -2.639 -0.841 2.298 0.322
H -2.222 0.609 3.283 0.139
H -1.760 0.472 1.525 0.361
H -0.569 -1.863 2.779 0.504
C 5.060 -4.246 4.950 -0.839
O 4.703 -3.054 5.689 -0.463
C 3.431 -2.649 5.514 1.081
C 2.465 -3.434 4.782 -0.786
C 1.166 -2.969 4.663 -0.448
C 0.794 -1.709 5.161 -0.031
C -0.516 -1.102 4.898 -0.453
C -1.689 -1.827 5.225 0.518
C -3.051 -1.291 5.306 0.327
C -3.561 -0.011 5.191 0.118
C -4.954 0.131 5.215 -0.862
C -5.811 -0.956 5.349 -0.648
C -5.296 -2.264 5.498 -0.763
C -3.920 -2.410 5.453 -0.590
N -3.113 -3.548 5.506 0.087
C -3.489 -4.935 5.743 -0.967
C -1.805 -3.206 5.397 -0.492
C 1.740 -0.950 5.895 -0.016
C 3.022 -1.414 6.088 -0.925
H 6.092 -4.438 5.231 0.247
H 4.436 -5.100 5.227 0.307
H 4.976 -4.065 3.874 0.370
H 2.776 -4.392 4.306 0.246
H 0.460 -3.600 4.059 0.333
H -0.574 -0.032 5.086 0.885
H -2.879 0.836 5.091 0.548
H -5.378 1.144 5.140 0.358
H -6.883 -0.799 5.345 0.392
H -5.939 -3.143 5.648 0.243
H -4.577 -5.034 5.768 0.307
H -3.074 -5.580 4.942 0.317
H -3.028 -5.293 6.692 0.309
H -0.994 -3.986 5.405 0.597
H 1.407 0.035 6.236 0.390
H 3.733 -0.813 6.655 0.392

---

[7]
15
Properties=species:S:1:pos:R:3:mulliken_charge:R:1 method="wB97M-V/def2-TZVPD" gap_ha="0.3672 / 0.2921" lumo_ha="-0.13487 / -0.16803" total_charge=+1 multiplicity=1 e_homo_ha="-0.5021 / -0.4601"
C 1.677 0.920 -0.175 -0.840
C 0.557 -1.293 -0.068 -0.723
C -2.104 -0.567 0.008 -0.389
N 0.771 0.022 0.546 0.078
O -1.734 0.690 0.374 -0.555
H 1.314 1.994 0.149 0.321
H 2.792 0.980 -0.098 0.328
H 1.489 0.821 -1.296 0.305
H 0.478 -1.260 -1.168 0.309
H 0.329 -2.243 0.369 0.411
H -2.308 -0.770 -1.031 0.358
H -2.465 -1.231 0.819 0.316
H 1.239 -0.037 1.418 0.293
H -0.048 0.583 0.536 0.386
H -1.986 1.391 -0.383 0.402

---

The calculation returns the following energy relative to the best compared isomer or geometry (same formula, charge and spin) values, one per record and in order: 9.64, 9.63, 40.39, 71.05, 0.00, 148.54, 115.19 kcal per mole.